The following is a DFT calculation (ωB97M-V with the def2-TZVPD basis set) of 4 unconnected molecules or ions with the total composition C24H28FNO.

The geometry in XYZ format:
```
55
Properties=species:S:1:pos:R:3:forces:R:3:mulliken_charge:R:1
O -1.599456 -1.527864 0.774248 0.11 0.14 0.17 -0.54
C -1.557227 -0.441426 1.296915 -0.06 -0.02 -0.49 0.40
C -1.915420 -0.120934 2.733473 -0.20 -0.10 0.44 -1.19
C -1.294445 1.255293 3.012382 -0.15 0.32 -0.11 0.40
C 0.090107 1.264901 3.701566 0.05 -0.31 0.11 -0.36
C 0.884429 -0.044285 3.659192 0.13 0.08 -0.07 -0.21
F 2.248821 0.252268 3.500073 -0.29 -0.05 0.09 -0.34
C -1.263535 1.857186 1.588770 0.20 0.10 -0.26 -0.89
N -1.118527 0.733070 0.640993 0.18 -0.19 0.99 -0.20
H -1.552949 -0.938161 3.360683 -0.02 0.08 -0.02 0.36
H -3.002786 -0.108884 2.873791 0.12 0.05 -0.21 0.35
H -1.982536 1.852239 3.618009 0.17 -0.06 -0.02 0.55
H 0.736347 2.017676 3.237132 -0.17 0.00 0.07 -0.18
H -0.037043 1.555539 4.749234 0.08 0.03 -0.16 0.37
H 0.604953 -0.697749 2.828263 0.09 0.11 -0.01 0.17
H 0.787777 -0.613836 4.587437 0.03 0.02 -0.10 0.31
H -2.196337 2.391737 1.384900 0.06 -0.14 -0.07 0.31
H -0.444222 2.563381 1.425824 -0.14 -0.03 0.18 0.34
H -0.149268 0.597884 0.369224 -0.21 0.04 -0.55 0.32
C -1.101327 -4.474634 -1.104041 -0.05 -0.04 0.04 -0.54
C 0.009574 -3.645719 -1.123063 0.11 0.02 -0.03 0.02
C 1.051744 -3.905329 -2.002823 -0.03 -0.01 -0.02 -0.55
C 0.981165 -4.991468 -2.864550 -0.02 0.01 -0.01 -0.37
C -0.134004 -5.818082 -2.847819 0.00 0.01 -0.02 -0.43
C -1.175650 -5.558605 -1.967874 0.01 -0.02 0.02 -0.32
H -1.915233 -4.263323 -0.421616 0.01 0.02 0.02 0.40
H 0.049602 -2.791681 -0.461747 -0.02 -0.01 0.01 0.30
H 1.916350 -3.253916 -2.024761 0.01 -0.01 0.00 0.37
H 1.791521 -5.190113 -3.554347 0.00 0.00 0.00 0.38
H -0.192946 -6.661554 -3.523945 0.00 0.00 0.00 0.38
H -2.048200 -6.200066 -1.958788 0.00 -0.01 0.01 0.36
C 3.160835 4.016230 2.918139 -0.01 -0.07 0.03 -0.32
C 3.888079 5.045649 3.499016 -0.02 0.03 -0.01 -0.50
C 4.034343 6.253464 2.830987 0.00 0.00 0.00 -0.37
C 3.452117 6.432901 1.583668 0.00 0.00 0.00 -0.36
C 2.725531 5.403441 1.001949 -0.01 0.00 0.00 -0.52
C 2.582214 4.194937 1.669307 -0.01 0.00 0.01 -0.16
H 3.051186 3.071027 3.435769 0.02 -0.01 -0.01 0.35
H 4.340273 4.906284 4.472327 0.01 0.00 0.00 0.37
H 4.603613 7.055793 3.282221 0.00 0.00 0.00 0.36
H 3.566583 7.375085 1.063575 0.00 0.00 0.00 0.36
H 2.274363 5.542012 0.027865 0.00 0.00 -0.01 0.37
H 2.024286 3.387342 1.210702 0.01 -0.01 0.00 0.43
C -2.356327 -1.772620 -5.720460 0.01 0.00 0.00 -0.46
C -1.758541 -0.579159 -5.340185 0.01 0.00 0.00 -0.35
C -1.585706 -0.287465 -3.993474 0.00 -0.01 0.00 -0.52
C -2.009283 -1.188594 -3.026533 0.02 0.02 0.03 -0.01
C -2.608555 -2.380929 -3.408757 -0.02 0.03 -0.01 -0.49
C -2.782127 -2.673883 -4.753679 0.01 0.02 0.00 -0.45
H -2.488600 -2.001366 -6.770371 0.00 0.00 0.00 0.36
H -1.424559 0.122749 -6.093878 0.00 0.00 0.00 0.36
H -1.118590 0.643284 -3.696663 0.00 0.01 0.00 0.37
H -1.866439 -0.968730 -1.975120 -0.01 -0.02 0.01 0.42
H -2.931296 -3.083841 -2.654038 0.00 -0.02 0.00 0.39
H -3.244677 -3.607161 -5.049101 0.00 0.00 0.00 0.38
```
Positions in Å, forces in eV/Å.

Summary:
E_HOMO, eV: -8.8
F_max, eV/Å: 1.03
Frontier orbital gap, Ha: 0.344
SMILES: O=C1C[C@@H](CCF)CN1.c1ccccc1.c1ccccc1.c1ccccc1
Net charge: 0